Entry from the OMol25 dataset: C3H7NO2 in the gas phase (ωB97M-V with the def2-TZVPD basis set).

The geometry in XYZ format:
```
13
Properties=species:S:1:pos:R:3
O 1.27 1.25 -0.48
C -0.09 1.42 -0.18
C -0.99 0.19 -0.27
O -0.98 -0.74 0.85
C 0.08 -1.57 0.81
N 1.15 -1.37 0.21
H 1.62 0.63 0.18
H -0.23 1.89 0.80
H -0.45 2.14 -0.94
H -2.03 0.53 -0.33
H -0.76 -0.38 -1.18
H -0.01 -2.57 1.26
H 1.43 -1.42 -0.73
```

## Properties
- HOMO-LUMO gap (eV) = 9.824
- energy relative to the best compared isomer or geometry (same formula, charge and spin) (kcal per mole) = 73.9
- HOMO level (Ha) = -0.328
- SMILES string = [H]/N=C\OCCO